[1]
{"formula": "C40H44N2O3P2STeTi", "method": "the ωB97M-V functional and the def2-TZVPD basis", "elements": ["Ti", "C", "C", "C", "C", "C", "O", "C", "C", "C", "C", "C", "C", "C", "O", "C", "C", "C", "N", "C", "C", "Te", "C", "C", "C", "C", "C", "C", "C", "C", "C", "C", "C", "C", "H", "H", "H", "H", "H", "H", "H", "H", "H", "H", "H", "H", "H", "H", "H", "H", "H", "H", "H", "H", "H", "H", "H", "H", "C", "P", "C", "C", "C", "P", "C", "C", "H", "H", "H", "H", "H", "H", "H", "H", "H", "H", "H", "H", "H", "H", "H", "H", "O", "N", "C", "C", "C", "C", "C", "S", "H", "H", "H", "H"], "positions_angstrom": [[0.8573, 0.1614, 0.1707], [7.2057, 2.5718, -1.5701], [5.9448, 1.8461, -1.1604], [5.9470, 0.4816, -0.9155], [4.7911, -0.1955, -0.5166], [4.8581, -1.6774, -0.4858], [5.9137, -2.2658, -0.0788], [3.7888, -2.4396, -1.1067], [2.8753, -1.8955, -2.0486], [2.0746, -2.7216, -2.8203], [2.0995, -4.1091, -2.6610], [2.9429, -4.6577, -1.6804], [3.7806, -3.8493, -0.9397], [3.6346, 0.5544, -0.2035], [2.6010, -0.0270, 0.4537], [3.5705, 1.9380, -0.5462], [4.7509, 2.5355, -1.0528], [2.3604, 2.7175, -0.3777], [1.1386, 2.1469, 0.0015], [0.2458, 3.0819, 0.7260], [0.8983, 3.6724, 1.9919], [-0.4775, 4.1520, 3.5794], [1.1576, 4.8766, 4.7140], [1.8761, 4.0060, 5.5278], [3.0317, 4.4392, 6.1704], [3.4740, 5.7439, 6.0044], [2.7572, 6.6158, 5.1971], [1.6020, 6.1853, 4.5521], [2.4391, 4.1927, -0.5486], [1.5703, 4.8625, -1.4144], [1.6086, 6.2471, -1.5485], [2.5038, 6.9990, -0.8031], [3.3859, 6.3492, 0.0566], [3.3580, 4.9683, 0.1748], [8.0500, 1.8830, -1.6176], [7.4474, 3.3583, -0.8498], [7.0934, 3.0482, -2.5485], [6.8434, -0.1119, -1.0661], [2.8662, -0.8296, -2.2418], [1.4393, -2.2803, -3.5844], [1.4693, -4.7482, -3.2710], [2.9506, -5.7322, -1.5180], [4.4721, -4.2741, -0.2226], [4.7261, 3.5774, -1.3453], [-0.6380, 2.5309, 1.0159], [-0.0868, 3.9083, 0.0928], [1.4213, 4.5995, 1.7794], [1.6236, 2.9703, 2.4036], [1.5410, 2.9822, 5.6439], [3.5932, 3.7515, 6.7915], [4.3762, 6.0797, 6.5013], [3.1022, 7.6344, 5.0588], [1.0552, 6.8622, 3.9072], [0.8778, 4.2778, -2.0112], [0.9430, 6.7384, -2.2490], [2.5192, 8.0797, -0.8904], [4.0912, 6.9231, 0.6460], [4.0370, 4.4673, 0.8552], [-1.5165, -1.8975, 4.6126], [-1.4482, -0.7871, 3.1348], [0.0313, 0.1839, 3.6627], [-2.7810, 0.4381, 3.5013], [-2.9770, 1.2865, 2.2118], [-2.0398, 0.5741, 0.7429], [-2.6333, 1.7820, -0.5422], [-3.2198, -0.7860, 0.3180], [-1.4884, -1.3406, 5.5529], [-0.6504, -2.5583, 4.5536], [-2.4195, -2.5096, 4.5769], [-0.1608, 0.7032, 4.5995], [0.3036, 0.9116, 2.8989], [0.8694, -0.5006, 3.7941], [-2.5712, 1.0609, 4.3741], [-3.6843, -0.1413, 3.7136], [-2.6023, 2.2998, 2.3704], [-4.0333, 1.3751, 1.9510], [-2.5463, 2.8071, -0.1806], [-3.6729, 1.5910, -0.8164], [-1.9971, 1.6826, -1.4222], [-4.2195, -0.4945, 0.6427], [-2.9399, -1.7175, 0.8018], [-3.2334, -0.9375, -0.7606], [-0.2838, -0.4711, -1.1821], [-0.6385, -1.7558, -1.2664], [-1.3297, -2.1112, -2.3620], [-1.7758, -3.3810, -2.5421], [-1.5390, -4.3322, -1.5392], [-0.8343, -3.9633, -0.4387], [-0.3193, -2.6527, -0.2856], [0.6949, -2.2077, 1.0008], [-1.4709, -1.3065, -3.0661], [-2.3070, -3.6368, -3.4473], [-1.8930, -5.3514, -1.6436], [-0.6154, -4.6664, 0.3528]], "forces_ev_per_a": [[-0.20, 1.03, 1.61], [-0.14, -0.04, -0.03], [0.09, 0.00, -0.07], [0.06, 0.07, 0.04], [-0.21, -0.32, 0.04], [0.02, -0.28, 0.19], [-0.38, 0.34, 0.02], [0.27, 0.20, 0.00], [-0.11, -0.21, 0.05], [0.05, 0.03, 0.11], [-0.13, -0.11, 0.15], [-0.01, 0.21, -0.09], [-0.11, -0.12, -0.11], [0.57, 0.34, -0.05], [1.72, -0.01, -0.65], [-0.32, -0.18, 0.17], [-0.19, 0.12, 0.07], [0.14, 0.07, 0.33], [0.14, 1.00, 0.14], [0.51, -0.05, 0.06], [0.02, -0.17, -0.23], [0.19, 0.08, -0.07], [-0.05, -0.02, -0.02], [0.08, 0.02, 0.05], [-0.07, -0.05, -0.02], [-0.06, -0.01, 0.00], [-0.07, 0.04, -0.06], [0.09, 0.03, 0.05], [-0.01, -0.20, -0.08], [0.04, 0.08, -0.10], [-0.04, -0.10, 0.02], [0.04, 0.02, 0.01], [-0.05, -0.11, 0.00], [-0.04, 0.08, 0.01], [-0.02, 0.03, -0.02], [0.04, -0.02, -0.03], [0.03, -0.02, 0.03], [-0.07, 0.01, 0.05], [0.04, 0.06, 0.01], [0.00, 0.00, 0.03], [0.02, 0.03, 0.02], [0.03, 0.03, -0.03], [-0.01, 0.05, -0.03], [0.01, -0.01, 0.00], [-0.18, -0.13, 0.04], [-0.11, 0.01, -0.01], [-0.02, 0.04, 0.02], [-0.07, -0.08, 0.06], [0.03, 0.02, 0.01], [-0.03, 0.01, -0.02], [-0.02, -0.01, -0.02], [-0.03, -0.04, 0.00], [0.01, 0.00, 0.01], [0.01, 0.02, 0.03], [-0.03, -0.02, 0.04], [0.02, -0.05, -0.02], [0.00, -0.01, -0.01], [-0.01, 0.01, -0.02], [-0.12, 0.15, -0.13], [0.23, -0.16, 0.94], [-0.09, -0.32, -0.21], [-0.10, -0.01, -0.44], [0.33, -0.14, 0.17], [-1.05, 0.50, 0.09], [0.14, -0.04, 0.11], [0.29, -0.04, -0.09], [0.01, -0.05, 0.00], [-0.03, -0.03, 0.07], [0.03, 0.00, 0.03], [0.00, 0.09, 0.07], [0.05, 0.14, 0.00], [0.07, -0.01, -0.05], [0.01, 0.01, -0.02], [-0.01, 0.04, -0.03], [0.03, 0.03, -0.01], [-0.02, 0.04, -0.06], [0.01, -0.02, 0.01], [0.01, 0.03, 0.02], [-0.05, -0.02, -0.05], [-0.03, -0.02, -0.04], [0.03, -0.06, 0.04], [0.00, -0.01, -0.04], [-0.70, -1.09, -1.53], [-0.22, -0.57, 0.10], [-0.08, 0.03, -0.42], [-0.25, -0.14, -0.25], [-0.05, -0.06, -0.07], [0.10, 0.00, 0.16], [0.42, 0.08, 0.34], [-0.50, -0.28, -0.29], [-0.01, 0.02, -0.04], [0.00, 0.06, 0.00], [0.01, 0.08, -0.02], [0.07, 0.06, -0.02]], "mulliken_charge": [-0.077, -1.720, 0.315, -0.723, 0.438, -0.576, -0.863, 0.459, -0.225, -0.610, -0.513, -0.582, -0.509, 0.697, -0.421, 0.233, -1.083, 0.849, 0.580, 0.850, -1.042, 0.231, -0.196, -0.060, -0.596, -0.391, -0.591, -0.223, -0.167, -0.115, -0.815, -0.549, -0.935, -0.091, 0.359, 0.304, 0.350, 0.349, 0.409, 0.375, 0.428, 0.344, 0.415, 0.594, -1.729, 0.331, 0.517, 0.463, 0.357, 0.382, 0.371, 0.364, 0.387, 0.492, 0.384, 0.388, 0.419, 0.564, -1.435, 0.730, -0.809, -1.045, -0.749, 1.698, -1.649, -1.731, 0.392, 0.344, 0.403, 0.428, -0.290, 0.431, 0.453, 0.342, 0.049, 0.629, 0.455, 0.475, 0.301, 0.511, 0.330, 0.422, -0.798, 1.553, -0.503, -0.886, -0.302, -1.064, 0.597, -0.615, 0.438, 0.434, 0.417, 0.446], "multiplicity": 4, "e_tot_ha": -4084.2525, "homo_ev": [-1.023, -4.450], "s2": 3.808, "mol_weight_g_mol": 870.29, "charge": -1}

[2]
{"formula": "C40H44N4OPTi", "method": "the ωB97M-V functional and the def2-TZVPD basis", "elements": ["Ti", "C", "N", "C", "C", "C", "C", "C", "C", "C", "N", "C", "C", "C", "C", "C", "C", "N", "C", "C", "H", "H", "H", "H", "H", "H", "H", "H", "H", "H", "H", "H", "H", "H", "H", "H", "H", "H", "H", "H", "C", "C", "C", "C", "C", "O", "C", "N", "C", "C", "C", "C", "C", "C", "P", "C", "C", "C", "C", "C", "C", "C", "C", "C", "C", "C", "C", "H", "H", "H", "H", "H", "H", "H", "H", "H", "H", "H", "H", "H", "H", "H", "H", "H", "H", "H", "H", "H", "H", "H", "H"], "positions_angstrom": [[0.4418, 0.2381, -0.2414], [2.1474, 2.0934, 1.1564], [1.3052, 0.9567, 1.6558], [2.1497, 0.0452, 2.4673], [0.2267, 1.5945, 2.4300], [0.3880, 1.9786, 3.7440], [-0.5776, 2.7842, 4.3385], [-1.6409, 3.2448, 3.5791], [-1.7989, 2.8461, 2.2539], [-0.8979, 1.9551, 1.6913], [-0.9635, 1.3806, 0.3852], [-2.1572, 1.2892, -0.4075], [-3.4640, 1.4295, 0.0370], [-4.5272, 1.2352, -0.8375], [-4.3052, 0.9071, -2.1644], [-3.0021, 0.7410, -2.6143], [-1.9517, 0.9046, -1.7360], [-0.5480, 0.7072, -2.1295], [0.0006, 2.0448, -2.5276], [-0.3838, -0.2669, -3.2437], [2.4896, 2.7028, 1.9922], [3.0135, 1.7231, 0.6206], [1.5498, 2.7314, 0.5046], [2.8034, 0.6108, 3.1320], [1.5103, -0.6040, 3.0562], [2.7716, -0.5582, 1.8087], [1.2608, 1.6775, 4.3106], [-0.4705, 3.0844, 5.3728], [-2.3590, 3.9281, 4.0139], [-2.6199, 3.2361, 1.6710], [-3.6715, 1.6648, 1.0704], [-5.5397, 1.3426, -0.4679], [-5.1354, 0.7735, -2.8465], [-2.8217, 0.4675, -3.6467], [-0.4406, 2.3617, -3.4720], [-0.2491, 2.7746, -1.7641], [1.0776, 1.9936, -2.6584], [-0.4649, 0.2330, -4.2079], [0.5896, -0.7443, -3.1792], [-1.1559, -1.0234, -3.1733], [3.2862, -0.1078, -3.4698], [3.9345, 0.3520, -2.1673], [3.7667, 1.8471, -1.9235], [3.5858, -0.5232, -0.9568], [4.3957, -1.8053, -1.0037], [3.4740, -2.8199, -0.5546], [2.2586, -2.3186, -0.5413], [2.1556, -1.0346, -0.7900], [1.2622, -3.3978, -0.2397], [1.6967, -4.6812, -0.6016], [0.9551, -5.8031, -0.2887], [-0.2243, -5.6683, 0.4258], [-0.6731, -4.4053, 0.7658], [0.0410, -3.2562, 0.4304], [-0.8170, -1.6699, 0.7563], [-2.4329, -2.0664, -0.0107], [-3.6519, -2.0229, 0.6545], [-4.8169, -2.4144, 0.0007], [-4.7715, -2.8547, -1.3113], [-3.5519, -2.9156, -1.9789], [-2.3949, -2.5234, -1.3306], [-1.0553, -1.5997, 2.5457], [-0.3021, -2.3978, 3.4059], [-0.4606, -2.2846, 4.7814], [-1.3760, -1.3813, 5.3031], [-2.1317, -0.5835, 4.4517], [-1.9664, -0.6862, 3.0801], [3.8725, 0.2353, -4.3225], [2.2858, 0.3087, -3.5859], [3.2069, -1.1956, -3.5459], [5.0126, 0.1881, -2.2744], [2.7512, 2.1125, -1.6295], [3.9944, 2.4130, -2.8280], [4.4351, 2.2065, -1.1375], [3.8326, 0.0299, -0.0520], [5.2532, -1.8129, -0.3392], [4.7093, -2.0676, -2.0113], [2.6289, -4.8037, -1.1316], [1.3096, -6.7800, -0.5907], [-0.8030, -6.5405, 0.7017], [-1.6182, -4.3023, 1.2854], [-3.7151, -1.7071, 1.6854], [-5.7603, -2.3825, 0.5304], [-5.6798, -3.1655, -1.8116], [-3.5050, -3.2835, -2.9964], [-1.4447, -2.6285, -1.8426], [0.4080, -3.1153, 3.0129], [0.1233, -2.9124, 5.4430], [-1.5052, -1.3023, 6.3754], [-2.8473, 0.1220, 4.8556], [-2.5511, -0.0464, 2.4284]], "forces_ev_per_a": [[0.73, -0.37, -0.24], [-0.13, -0.14, 0.19], [-0.02, 0.45, 0.34], [-0.14, 0.13, -0.12], [0.44, -0.10, -0.12], [-0.04, 0.07, 0.12], [0.03, -0.03, 0.00], [-0.04, 0.00, -0.09], [-0.18, 0.06, 0.18], [-0.15, -0.16, -0.73], [-0.70, 0.32, 0.38], [0.50, 0.17, 0.33], [-0.16, 0.06, 0.09], [0.00, 0.02, 0.02], [-0.03, 0.02, 0.03], [-0.06, -0.06, -0.05], [0.26, 0.07, -0.13], [-0.40, 0.37, -0.22], [-0.13, -0.24, -0.08], [-0.04, 0.13, 0.21], [0.03, 0.02, 0.06], [0.04, -0.09, -0.04], [-0.05, 0.04, -0.06], [0.02, 0.00, 0.03], [-0.03, -0.06, 0.02], [0.02, -0.01, -0.02], [-0.04, 0.02, -0.03], [0.00, -0.01, -0.05], [0.01, -0.02, -0.01], [0.03, 0.03, 0.05], [-0.02, -0.04, -0.04], [0.05, 0.00, -0.02], [0.05, 0.01, 0.04], [-0.01, 0.01, 0.04], [-0.08, 0.01, -0.04], [0.02, 0.06, 0.09], [0.07, -0.07, -0.05], [-0.03, 0.01, -0.07], [0.05, -0.01, 0.01], [-0.01, -0.05, 0.01], [-0.02, 0.00, -0.06], [0.09, 0.01, -0.07], [0.02, 0.04, -0.02], [-0.35, -0.06, 0.03], [-0.09, -0.24, 0.11], [0.40, 0.10, -0.03], [-0.34, 0.07, -0.03], [0.32, -0.23, 0.13], [0.26, 0.26, -0.08], [-0.02, -0.04, -0.02], [0.00, -0.04, -0.01], [-0.03, -0.04, 0.01], [-0.06, 0.00, 0.01], [-0.10, 0.10, 0.01], [-0.08, -0.65, -0.26], [0.05, 0.01, 0.02], [-0.06, 0.02, -0.03], [0.05, 0.01, 0.01], [0.02, -0.01, -0.03], [-0.05, 0.02, 0.05], [0.00, -0.04, -0.01], [-0.01, 0.01, 0.05], [0.02, -0.03, 0.07], [-0.01, 0.01, -0.05], [-0.02, 0.02, 0.02], [0.03, -0.02, 0.01], [-0.02, 0.08, 0.01], [-0.02, 0.00, 0.03], [0.02, -0.01, 0.03], [0.02, 0.04, 0.02], [0.02, 0.03, -0.02], [-0.07, 0.01, 0.00], [0.01, -0.04, 0.02], [-0.01, -0.05, -0.03], [0.01, 0.03, 0.10], [0.04, -0.01, 0.02], [0.02, -0.03, -0.08], [-0.03, 0.02, 0.02], [-0.02, 0.03, 0.01], [0.01, 0.03, 0.00], [0.00, 0.00, 0.01], [0.01, -0.02, 0.00], [0.02, 0.00, 0.00], [0.03, 0.00, 0.01], [0.00, 0.01, 0.03], [0.02, 0.00, 0.02], [-0.02, 0.01, -0.01], [-0.02, 0.03, -0.03], [0.00, 0.00, -0.04], [0.03, -0.03, -0.01], [0.06, -0.03, 0.03]], "mulliken_charge": [0.059, -1.315, 1.331, -1.176, 0.534, -0.461, -0.958, -0.992, -0.714, -0.763, 1.527, -0.211, -1.050, -1.232, -1.079, -0.241, 0.583, 1.280, -1.391, -1.353, 0.465, 0.340, 0.327, 0.517, 0.270, 0.108, 0.430, 0.516, 0.465, 0.836, 0.514, 0.463, 0.441, 0.511, 0.479, 0.222, 0.380, 0.425, 0.092, 0.322, -1.437, 0.141, -1.579, -0.141, -0.758, -0.421, 0.230, 0.808, -0.164, -0.761, -0.838, -0.867, -0.370, -0.137, 3.561, 0.406, -0.572, -0.657, -0.823, -0.734, -0.737, 0.618, -0.959, -0.720, -0.943, -1.260, -0.227, 0.466, 0.184, 0.413, 0.592, 0.134, 0.425, 0.440, 0.457, 0.305, 0.419, 0.568, 0.452, 0.460, 0.582, 0.415, 0.532, 0.436, 0.493, 0.633, 0.482, 0.472, 0.450, 0.501, 0.527], "multiplicity": 2, "e_tot_ha": -3035.3148, "homo_ev": [-12.978, -12.959], "s2": 0.759, "mol_weight_g_mol": 675.66, "charge": 2}